# 1
This record from OMol25 describes a cluster of 2 separate species, C8H12INS in total. The level of theory is ωB97M-V/def2-TZVPD.

Values from the calculation:
Maximum force, hartree/bohr: 0.1393
Energy above the lowest of the compared OMol25 structures with the same formula, charge and spin, eV: 2.167

ORCA input file:
```
! RIJCOSX wB97M-V def2-TZVPD def2/J DEFGRID3
* xyz 0 1
C -0.756 -0.187 1.038
C -0.006 -0.374 -0.041
C -1.639 -1.957 0.029
C -0.666 0.906 2.018
C -2.352 -3.230 -0.316
C 1.916 0.748 -1.872
C 1.175 2.325 -0.082
C 1.657 0.939 -0.415
N -1.689 -1.210 1.039
S -0.321 -1.703 -1.049
I 3.123 0.185 0.911
H 0.396 1.312 2.078
H -1.160 1.979 1.823
H -1.001 0.599 2.976
H -2.769 -3.616 0.578
H -3.362 -2.877 -0.760
H -1.701 -3.814 -0.964
H 1.085 1.003 -2.444
H 2.924 1.143 -2.181
H 2.001 -0.316 -2.098
H 1.762 3.028 -0.642
H 1.183 2.719 0.877
H 0.200 2.396 -0.503
*
```

# 2
This record from OMol25 describes a structure of composition C16H25Cl2O4P2Sn. The level of theory is ωB97M-V/def2-TZVPD.

Values from the calculation:
Maximum force, hartree/bohr: 0.0660
Energy above the lowest of the compared OMol25 structures with the same formula, charge and spin, eV: 0.000

ORCA input file:
```
! RIJCOSX wB97M-V def2-TZVPD def2/J DEFGRID3
* xyz 3 1
C 0.739 -0.288 -6.547
C 0.764 -0.048 -5.073
H 1.767 -0.292 -6.911
H 0.194 0.511 -7.061
H 0.278 -1.254 -6.773
O 1.709 0.244 -4.371
Cl -0.863 -0.247 -4.318
Sn 0.209 -0.252 -0.658
P 0.134 2.382 -0.944
C 1.498 3.243 -0.100
C 0.236 2.952 -2.661
H 0.102 4.042 -2.685
H -1.335 4.266 -0.594
H -0.532 2.462 -3.268
H -2.250 2.713 -0.607
H 2.461 2.939 -0.529
H 1.203 2.675 -3.094
C -1.338 3.217 -0.255
H 1.348 4.325 -0.230
H -1.311 3.176 0.844
H 1.485 2.990 0.968
P 0.334 -2.889 -0.625
C 1.753 -3.499 0.335
C -1.066 -3.724 0.199
H -0.254 -3.240 -2.944
H 0.356 -4.742 -2.171
H 1.491 -3.449 -2.675
C 0.497 -3.656 -2.260
H -2.015 -3.316 -0.174
H -1.011 -4.804 -0.011
H 1.684 -4.594 0.398
H 1.722 -3.062 1.341
H -1.009 -3.556 1.285
H 2.693 -3.212 -0.150
C 2.364 -0.027 0.664
O 3.366 0.164 1.183
Cl -2.389 1.775 7.491
C -1.890 1.151 5.978
C -0.899 0.159 5.927
C -0.437 -0.278 4.684
C -0.985 0.239 3.508
C -2.027 1.178 3.563
C -2.440 1.684 4.799
C -0.347 -0.171 2.219
O 0.858 -0.562 2.198
O -1.080 -0.096 1.140
H -0.481 -0.229 6.853
H 0.369 -1.007 4.627
H -2.486 1.520 2.634
H -3.171 2.489 4.854
*
```

# 3
This record from OMol25 describes a structure of composition C20H14FeN3O2. The level of theory is ωB97M-V/def2-TZVPD.

Values from the calculation:
Maximum force, hartree/bohr: 0.0086
Calculated total energy, eV: -63904.960

ORCA input file:
```
! RIJCOSX wB97M-V def2-TZVPD def2/J DEFGRID3
* xyz 2 2
Fe -0.157 0.195 0.328
O 3.477 -0.099 1.389
C 2.293 -0.105 1.338
O 1.574 -0.049 0.190
C 1.382 -0.119 2.529
C 1.877 -0.296 3.807
C 0.973 -0.321 4.839
C -0.398 -0.159 4.581
C -1.336 -0.177 5.646
C -2.663 -0.013 5.405
C -3.105 0.178 4.078
C -2.233 0.202 3.026
C -0.854 0.030 3.246
N 0.084 0.042 2.226
H 2.943 -0.411 3.939
H 1.304 -0.464 5.860
H -0.964 -0.324 6.652
H -3.379 -0.028 6.215
H -4.163 0.305 3.888
H -2.621 0.341 2.032
C -4.197 -0.717 -0.638
C -4.737 0.559 -0.669
C -3.908 1.665 -0.514
C -2.559 1.462 -0.321
N -2.043 0.213 -0.259
C -2.838 -0.853 -0.425
C -1.546 2.522 -0.183
C -1.776 3.871 -0.345
C -0.705 4.755 -0.270
C 0.573 4.267 -0.054
C 0.749 2.906 0.104
N -0.295 2.068 0.056
H -4.810 -1.596 -0.774
H -5.799 0.698 -0.821
H -4.318 2.664 -0.550
H -2.366 -1.827 -0.393
H -2.772 4.236 -0.549
H -0.871 5.817 -0.396
H 1.433 4.921 -0.016
H 1.726 2.467 0.249
*
```

# 4
This record from OMol25 describes a cluster of 10 separate species, C40H59NO27 in total. The level of theory is ωB97M-V/def2-TZVPD.

Values from the calculation:
Maximum force, hartree/bohr: 0.0314
SMILES string: C[C@H]1COC(=O)O1.C[C@H]1COC(=O)O1.C[C@H]1COC(=O)O1.C[C@H]1COC(=O)O1.C[C@H]1COC(=O)O1.C[C@H]1COC(=O)O1.C[C@H]1COC(=O)O1.C[C@H]1COC(=O)O1.C[C@H]1COC(=O)O1.c1cc[nH]c1
Energy above the lowest of the compared OMol25 structures with the same formula, charge and spin, eV: 0.000

ORCA input file:
```
! RIJCOSX wB97M-V def2-TZVPD def2/J DEFGRID3
* xyz 0 1
C 4.750 2.003 1.976
C 3.588 1.079 2.248
C 3.372 -0.038 1.232
O 3.212 -1.205 2.051
C 3.558 -0.940 3.323
O 3.653 -1.763 4.177
O 3.817 0.376 3.482
H 5.676 1.435 2.079
H 4.693 2.902 2.582
H 4.750 2.323 0.929
H 2.673 1.657 2.391
H 4.154 -0.212 0.491
H 2.454 0.108 0.662
C -3.773 6.177 -0.740
C -3.510 5.068 -1.752
C -2.030 4.796 -2.010
O -1.881 3.382 -1.749
C -3.018 2.873 -1.265
O -3.215 1.751 -0.922
O -3.946 3.854 -1.136
H -3.050 6.129 0.078
H -4.690 5.921 -0.200
H -3.900 7.162 -1.177
H -4.030 5.291 -2.685
H -1.380 5.279 -1.283
H -1.636 5.045 -2.991
C -0.726 -1.323 -4.326
C -1.105 -2.396 -3.340
C -2.213 -2.039 -2.343
O -3.107 -3.135 -2.377
C -2.829 -3.907 -3.469
O -3.478 -4.846 -3.781
O -1.755 -3.439 -4.120
H -1.573 -0.725 -4.658
H -0.167 -1.758 -5.153
H -0.036 -0.619 -3.859
H -0.251 -2.812 -2.806
H -2.669 -1.087 -2.645
H -1.846 -1.816 -1.340
C -6.177 2.981 4.411
C -5.638 2.493 3.079
C -4.934 3.567 2.256
O -3.652 2.990 1.980
C -3.533 1.779 2.557
O -2.618 1.047 2.347
O -4.613 1.499 3.309
H -6.722 2.187 4.921
H -6.900 3.776 4.218
H -5.362 3.297 5.060
H -6.429 1.978 2.533
H -4.768 4.506 2.783
H -5.424 3.767 1.304
C 6.400 2.796 -4.773
C 6.466 1.666 -3.760
C 6.866 2.125 -2.344
O 5.819 1.660 -1.510
C 4.797 1.202 -2.271
O 3.719 0.945 -1.838
O 5.154 1.135 -3.563
H 7.370 3.052 -5.194
H 5.852 3.650 -4.382
H 5.850 2.390 -5.630
H 7.176 0.925 -4.123
H 7.008 3.206 -2.268
H 7.836 1.717 -2.052
C 1.976 -4.510 -1.032
C 1.281 -5.837 -0.969
C -0.210 -5.839 -0.660
O -0.721 -6.887 -1.456
C 0.156 -7.148 -2.463
O -0.030 -7.941 -3.322
O 1.246 -6.369 -2.327
H 3.015 -4.619 -1.350
H 2.052 -4.064 -0.039
H 1.461 -3.815 -1.694
H 1.890 -6.533 -0.389
H -0.619 -4.856 -0.947
H -0.446 -5.883 0.400
C -4.065 -1.984 1.588
C -4.095 -3.482 1.758
C -3.203 -4.317 0.823
O -2.461 -5.160 1.679
C -2.640 -4.803 2.962
O -2.052 -5.254 3.888
O -3.491 -3.765 3.069
H -4.669 -1.558 2.393
H -4.596 -1.680 0.684
H -3.044 -1.621 1.649
H -5.105 -3.874 1.876
H -2.589 -3.668 0.193
H -3.837 -4.867 0.126
C 2.999 4.141 -3.110
C 1.944 3.947 -2.050
C 2.393 3.265 -0.747
O 1.934 4.153 0.291
C 1.474 5.301 -0.245
O 1.036 6.212 0.378
O 1.535 5.249 -1.593
H 2.578 4.684 -3.955
H 3.406 3.181 -3.423
H 3.769 4.795 -2.693
H 1.076 3.392 -2.414
H 3.476 3.163 -0.685
H 1.898 2.321 -0.540
C -1.139 -1.401 4.687
C 0.248 -1.868 4.334
C 0.887 -2.989 5.195
O 1.173 -4.020 4.264
C 0.722 -3.721 3.045
O 0.857 -4.410 2.085
O 0.174 -2.488 3.035
H -1.148 -0.882 5.648
H -1.804 -2.262 4.790
H -1.528 -0.770 3.889
H 0.991 -1.070 4.287
H 0.233 -3.330 5.995
H 1.842 -2.629 5.568
C 0.786 -1.345 -0.010
C 1.042 -0.758 -1.273
C 0.129 0.266 -1.421
N -0.737 0.233 -0.361
C -0.361 -0.775 0.487
H 1.417 -2.009 0.557
H 1.863 -0.913 -1.955
H 0.008 0.983 -2.217
H -1.557 0.830 -0.286
H -0.896 -1.032 1.383
*
```

# 5
This record from OMol25 describes a cluster of 2 separate species, C4H12 in total. The level of theory is ωB97M-V/def2-TZVPD.

Values from the calculation:
Maximum force, hartree/bohr: 0.0332
Energy above the lowest of the compared OMol25 structures with the same formula, charge and spin, eV: 0.514

ORCA input file:
```
! RIJCOSX wB97M-V def2-TZVPD def2/J DEFGRID3
* xyz -1 2
C -1.936 -0.424 0.057
C -2.164 -1.848 0.606
H -0.881 -0.183 0.052
H -2.342 -0.449 -0.963
H -2.366 0.301 0.735
H -3.167 -1.997 0.999
H -2.051 -2.663 -0.105
H -1.434 -1.991 1.387
C 2.637 1.616 -0.261
C 1.378 0.759 -0.358
H 3.096 2.091 -1.129
H 2.601 2.349 0.527
H 3.453 0.877 -0.142
H 1.252 0.000 0.413
H 1.457 0.225 -1.301
H 0.466 1.337 -0.516
*
```

# 6
This record from OMol25 describes a cluster of 2 separate species, C27H27N2O2S2 in total. The level of theory is ωB97M-V/def2-TZVPD.

Values from the calculation:
Maximum force, hartree/bohr: 0.0310
Calculated total energy, eV: -57184.680

ORCA input file:
```
! RIJCOSX wB97M-V def2-TZVPD def2/J DEFGRID3
* xyz -1 1
C 3.911 -0.998 -2.473
C 4.139 -0.094 -1.238
C 3.381 -0.739 -0.065
N 2.797 -2.008 -0.561
C 2.214 -2.960 0.234
S 2.333 -2.830 1.895
S 1.407 -4.240 -0.472
C 2.943 -2.109 -2.035
H 3.509 -0.432 -3.320
H 4.855 -1.423 -2.827
H 5.205 0.005 -1.007
H 3.781 0.925 -1.423
H 4.037 -0.967 0.780
H 2.565 -0.109 0.306
H 1.957 -2.014 -2.496
H 3.320 -3.107 -2.279
C -2.668 3.977 3.216
C -3.521 3.004 2.739
C -2.988 1.980 1.986
C -1.623 1.916 1.726
C -0.773 2.895 2.200
C -1.308 3.925 2.945
C -1.329 0.707 0.947
O -0.241 0.351 0.545
C -2.608 0.022 0.738
C -2.743 -1.190 0.147
C -4.009 -1.841 -0.142
C -5.114 -1.120 -0.610
C -6.328 -1.712 -0.852
C -6.481 -3.096 -0.619
N -7.702 -3.717 -0.861
C -8.850 -2.987 -1.437
C -8.848 -1.510 -1.045
C -7.480 -0.863 -1.309
C -7.887 -5.167 -0.659
C -6.990 -5.706 0.453
C -5.527 -5.284 0.246
C -5.381 -3.837 -0.128
C -4.174 -3.212 0.075
C -3.657 0.829 1.376
O -4.850 0.616 1.428
H -3.064 4.781 3.811
H -4.576 3.014 2.947
H 0.280 2.830 1.994
H -0.660 4.694 3.330
H -1.835 -1.715 -0.104
H -5.016 -0.057 -0.740
H -8.809 -3.099 -2.524
H -9.777 -3.473 -1.117
H -9.640 -0.968 -1.580
H -9.092 -1.416 0.020
H -7.419 0.113 -0.810
H -7.356 -0.660 -2.379
H -8.942 -5.361 -0.439
H -7.674 -5.669 -1.607
H -7.346 -5.328 1.419
H -7.071 -6.798 0.519
H -4.954 -5.458 1.165
H -5.052 -5.906 -0.523
H -3.337 -3.779 0.442
*
```

Q: Which of these has the highest maximum force?
A: C8H12INS